Here is 2 unconnected molecules or ions with the total composition CH4NO2SSi from the Open Molecules 2025 dataset. Energies are from ωB97M-V/def2-TZVPD.

The geometry in XYZ format:
```
10
Properties=species:S:1:pos:R:3:forces:R:3
C -1.06924 -0.89938 2.22469 0.6 -1.7 -0.9
N 1.39687 1.43102 -0.68805 -0.9 -0.1 0.6
O -0.58773 -1.92795 1.92427 0.2 0.2 0.1
O -1.73235 -0.13706 2.78263 -0.7 1.5 0.7
Si 0.16856 0.14684 -0.22075 -0.8 1.2 0.2
S -0.92410 -0.58956 -2.04489 -1.6 1.3 0.2
H 2.20742 1.13083 -0.17987 0.7 0.1 0.2
H 1.68367 1.70058 -1.60609 0.0 -0.2 -0.7
H 0.97348 -1.03797 -0.32643 1.0 -1.2 0.0
H -2.11658 0.18265 -1.86551 1.6 -1.0 -0.3
```
Positions in Å, forces in eV/Å.

- Orbital gap: 0.22867 hartree
- DFT total energy: -933.49390 Ha
- Charge: -1
- HOMO: -0.09388 Ha
- E_LUMO: 3.668 eV
- ΔE to the lowest compared entry with this formula, charge and spin: 2.146 eV
- F_max: 2.10 eV/Å

Here is a single CH2N2OS molecule from the Open Molecules 2025 dataset. Energies are from ωB97M-V/def2-TZVPD.

The geometry in XYZ format:
```
7
Properties=species:S:1:pos:R:3:forces:R:3
C 0.37159 0.30883 -0.11947 -1.0 -2.5 2.8
N 0.23565 0.06394 -1.53630 -0.7 -1.2 -1.4
N 1.03722 0.38630 -2.33520 -0.2 0.0 -2.0
O 2.11161 0.82205 -2.62141 0.3 0.0 1.1
S 2.01510 0.07995 0.42479 0.5 0.2 0.2
H -0.02207 1.27372 -0.09421 -0.5 1.9 0.9
H -0.37047 -0.42884 0.46817 1.6 1.6 -1.6
```
Positions in Å, forces in eV/Å.

- Orbital gap (alpha / beta): 0.32069 / 0.23954 hartree
- DFT total energy: -622.05516 Ha
- Charge: 0
- HOMO (alpha / beta): -0.34907 / -0.32830 Ha
- E_LUMO (alpha / beta): -0.772 / -2.415 eV
- ΔE to the lowest compared entry with this formula, charge and spin: 3.333 eV
- F_max: 3.89 eV/Å

Here is a molecular structure, C33H66N6PReSbSi from the Open Molecules 2025 dataset. Energies are from ωB97M-V/def2-TZVPD.

The geometry in XYZ format:
```
109
Properties=species:S:1:pos:R:3:forces:R:3
Re -0.44036 -1.18824 -0.32445 4.7 7.7 5.0
C -2.55413 -3.62804 1.94787 -0.2 1.0 0.3
C -2.26091 -3.63254 0.47135 1.0 -0.2 -2.3
C -2.48074 -4.71204 -0.35623 -1.1 -1.3 3.1
C -2.10270 -4.70744 -1.66701 -0.8 -1.4 -2.9
C -1.68866 -3.62471 -2.37937 0.0 0.5 -0.4
C -1.55108 -2.43122 -1.63202 -0.8 -3.3 -2.5
N -1.66312 -2.59734 -0.25110 -3.5 -1.6 0.5
N -1.10205 -1.21851 -2.10908 -1.5 -1.3 -0.6
Si -0.98603 -0.73493 -3.85382 0.7 0.0 -0.1
C 0.38881 -1.89080 -4.59137 0.0 1.4 0.0
C -2.68720 -1.02590 -4.58637 0.1 -0.3 1.3
C -0.66125 1.12464 -3.85856 -0.2 -0.5 -0.2
H -3.33425 -4.38631 2.17554 0.6 0.5 -0.3
H -2.95552 -2.62729 2.26591 0.4 -0.9 -0.3
H -1.66167 -3.85721 2.57239 -0.5 0.2 -0.5
H -2.95055 -5.61152 0.11254 0.4 0.8 -0.7
H -2.30784 -5.57728 -2.32759 0.3 0.2 1.0
H -1.54572 -3.71593 -3.47298 0.0 0.4 0.9
H 0.16747 -1.92899 -5.67699 0.3 -0.4 0.5
H 0.38330 -2.86267 -4.11109 -0.4 -0.3 -0.2
H 1.45158 -1.56666 -4.46260 -0.9 0.2 -0.2
H -2.75602 -0.76401 -5.60962 0.1 0.4 -1.1
H -3.49205 -0.51010 -4.06125 0.2 0.4 0.1
H -3.00606 -2.05003 -4.51774 0.1 -0.8 -0.1
H 0.21567 1.43303 -3.28497 -0.4 0.0 0.3
H -1.60469 1.65266 -3.60146 0.7 -0.2 0.2
H -0.42290 1.43134 -4.87527 -0.1 -0.1 -0.3
C 1.00139 -5.85852 0.78249 -1.4 -1.2 1.1
C 1.96146 -5.05797 -0.02365 0.4 2.0 0.0
C 1.75111 -5.13882 -1.52743 -0.1 -1.6 1.3
Sb 1.80496 -2.71169 0.38036 1.9 -0.2 -0.9
C 2.54983 -2.06009 2.31138 1.3 -0.5 -0.5
C 3.80424 -2.78156 2.84039 0.7 0.3 -0.2
C 1.38359 -2.10930 3.24000 -1.5 1.8 -0.1
C 3.76990 -1.82163 -0.61525 -1.1 -0.9 1.4
C 3.38952 -0.90864 -1.73806 0.0 0.1 -0.7
C 4.64978 -2.98186 -0.94770 1.0 -1.7 -1.0
H 1.25726 -6.98206 0.73468 -0.4 1.6 -0.1
H -0.08691 -5.71461 0.46385 1.5 -0.3 0.1
H 0.99838 -5.59290 1.85937 0.2 -0.2 -0.5
H 3.02559 -5.18438 0.23417 -0.6 -0.2 0.1
H 0.94910 -4.52751 -1.83710 -1.0 0.8 -0.5
H 1.41582 -6.18933 -1.73747 0.8 0.8 -0.3
H 2.66559 -4.82167 -1.97351 0.5 -0.2 -0.9
H 2.88318 -1.03709 2.00341 -0.6 -0.5 0.6
H 3.74284 -3.84637 2.88756 -0.4 -1.1 -0.7
H 3.93061 -2.62905 3.93625 0.2 0.9 -0.8
H 4.72433 -2.53740 2.22886 -0.9 -0.1 1.0
H 0.64695 -2.89081 3.03049 0.3 -0.2 0.3
H 0.84326 -1.15769 3.05586 -0.2 -0.4 0.1
H 1.60118 -2.04399 4.29183 0.4 -0.4 0.5
H 4.24951 -1.33564 0.24247 -0.5 0.3 -0.1
H 2.51555 -1.28794 -2.29308 0.5 -0.1 -0.1
H 4.26054 -0.85098 -2.41511 -0.5 0.4 0.0
H 3.07478 0.08438 -1.40341 0.4 -0.1 0.0
H 4.40986 -3.46073 -1.93288 -0.1 0.2 1.0
H 4.72225 -3.73112 -0.14332 -0.7 -0.1 -0.3
H 5.73747 -2.82417 -1.01790 -0.2 1.1 -0.3
N -0.88097 0.47715 0.33456 0.5 -1.0 -0.3
P -0.74244 2.08681 0.68107 0.1 0.2 -1.5
N -0.82240 2.23022 2.29805 1.2 -0.4 -0.3
C 0.04380 3.05367 3.14427 -0.7 1.3 -0.3
C -0.81420 3.89895 4.10497 1.0 1.2 0.6
C -2.15124 3.33622 4.56465 -0.4 -1.3 1.2
C -2.77256 2.14940 3.78470 -0.6 1.8 -0.7
C -1.74802 1.37721 2.97657 -2.7 -0.8 0.2
N 0.76319 2.59012 0.16181 -0.5 0.5 -0.9
C 0.99025 3.28311 -1.14053 0.1 0.1 -0.4
C 2.09165 4.32321 -0.91613 -0.6 0.3 -1.2
C 3.39248 3.74259 -0.42380 0.1 0.1 1.1
C 3.26875 2.79070 0.80025 -1.3 -0.9 -1.0
C 1.96861 1.89505 0.66456 -0.4 1.8 1.6
N -1.95274 2.94599 -0.09091 -0.1 -0.5 0.1
C -1.86758 4.44495 -0.16301 0.3 -0.9 0.0
C -2.54595 5.01863 -1.41312 -0.1 0.2 1.6
C -4.07040 4.63932 -1.28153 -0.5 0.9 -0.1
C -4.34271 3.55825 -0.18120 -0.9 0.3 -1.6
C -3.37669 2.38112 -0.25942 1.1 0.0 1.3
H 0.74414 3.63429 2.50942 -0.7 0.0 0.3
H 0.67420 2.47997 3.77287 0.6 -1.3 0.4
H -1.01929 4.93057 3.75675 0.3 -0.6 -0.5
H -0.20703 4.08840 5.01553 -0.2 -0.2 -0.5
H -2.77659 4.19378 4.57846 -1.1 0.5 -0.3
H -2.18954 3.06621 5.63336 0.7 -0.1 -0.3
H -3.59677 2.57986 3.17160 0.7 -0.3 -0.3
H -3.30766 1.44033 4.38975 0.0 -0.2 0.8
H -2.36897 0.71033 2.33600 0.7 0.8 -0.4
H -1.36471 0.62272 3.63354 1.5 -0.2 0.6
H 0.09161 3.79419 -1.49421 0.0 -0.2 0.3
H 1.23468 2.62358 -2.03757 0.1 0.2 1.5
H 1.76858 5.08136 -0.18289 -0.2 -0.2 -0.3
H 2.22026 4.84373 -1.91365 0.1 -0.4 1.2
H 3.99786 4.60569 -0.20278 0.5 0.2 0.6
H 3.94916 3.27789 -1.17869 0.5 -1.0 -1.5
H 3.25794 3.38843 1.68824 -0.1 0.1 0.7
H 4.05604 2.00214 0.85745 -0.1 1.0 0.0
H 1.61870 1.46805 1.61292 0.7 -0.1 0.1
H 2.24422 1.09971 0.03796 0.0 -1.3 -1.1
H -0.81191 4.65139 -0.10380 0.3 0.4 -0.2
H -2.28275 4.97749 0.69964 -0.2 -0.5 0.2
H -2.06938 4.71082 -2.32717 0.1 -0.3 -0.4
H -2.28326 6.09608 -1.24410 -0.9 -0.6 -0.7
H -4.62006 4.30482 -2.18385 1.0 0.2 0.0
H -4.59507 5.60028 -1.03982 0.2 -1.0 0.2
H -5.36034 3.17356 -0.35221 0.3 0.0 -0.1
H -4.44444 4.08216 0.74703 0.6 -0.2 1.0
H -3.42183 1.84596 -1.20872 -0.1 0.3 -0.2
H -3.59285 1.60271 0.53092 0.3 0.9 -0.6
```
Positions in Å, forces in eV/Å.

- Orbital gap (alpha / beta): 0.22805 / 0.25006 hartree
- DFT total energy: -2574.26928 Ha
- 2S+1: 4
- Charge: +2
- HOMO (alpha / beta): -0.44239 / -0.49791 Ha
- E_LUMO (alpha / beta): -5.833 / -6.744 eV
- ΔE to the lowest compared entry with this formula, charge and spin: 2.422 eV
- F_max: 10.29 eV/Å

What is the F_max in the third record?
10.29 eV/Å